1.
{
  "formula": "CH3F2N2P",
  "method": "ωB97M-V with the def2-TZVPD basis set",
  "e_tot_ha": -690.4700,
  "gap_ev": 8.98,
  "lumo_energy_ev": -0.195,
  "e_above_lowest_kcal_mol": 42.23,
  "charge": 0,
  "elements": ["N", "C", "H", "N", "P", "H", "F", "F", "H"],
  "coordinates": [[-2.094, 0.428, -0.394], [-1.223, 0.468, 0.440], [-0.992, 1.020, 1.265], [2.079, -1.295, 0.316], [0.997, -0.338, -0.173], [1.948, -2.162, 0.675], [1.503, 1.156, -0.005], [0.773, -0.166, -1.806], [-2.990, 0.890, -0.318]],
  "forces_ev_per_a": [[-0.2, -0.8, -0.6], [2.3, -1.8, -2.7], [0.3, 1.3, 2.5], [-0.2, 3.3, -1.4], [-2.2, 1.7, -1.3], [-0.5, -3.0, 1.1], [0.2, -0.4, 0.2], [0.3, -0.7, 1.9], [-0.1, 0.3, 0.3]]
}

2.
{
  "formula": "C8H10N3",
  "method": "ωB97M-V with the def2-TZVPD basis set",
  "e_tot_ha": -474.7871,
  "gap_ev": 8.58,
  "smiles": "C[C@H]1C=[N+](C)c2nccnc21",
  "lumo_energy_ev": -5.136,
  "e_above_lowest_kcal_mol": 25.45,
  "charge": 1,
  "elements": ["H", "C", "C", "H", "N", "H", "N", "H", "H", "H", "C", "H", "H", "C", "N", "C", "H", "C", "H", "C", "C"],
  "coordinates": [[1.119, 1.637, 1.488], [1.115, 2.072, 0.545], [0.184, -2.499, -0.625], [0.283, 1.827, -1.494], [-2.055, 1.668, 0.315], [0.783, -2.771, 0.125], [0.015, -1.090, -0.513], [1.858, -0.493, -0.677], [0.641, 2.990, 0.703], [-0.814, -3.123, -0.585], [0.879, -0.119, -0.555], [-4.178, -1.013, 0.615], [0.658, -2.883, -1.670], [-3.346, -0.386, 0.425], [-2.313, -1.191, 0.186], [-1.092, 0.906, -0.187], [-3.980, 1.652, 1.064], [-3.164, 0.994, 0.658], [2.175, 1.953, 0.411], [0.347, 1.198, -0.451], [-1.237, -0.540, -0.174]],
  "forces_ev_per_a": [[-0.9, -1.2, 2.1], [0.2, -1.7, -0.4], [-2.1, -2.8, -5.0], [0.8, -1.8, 1.9], [0.5, -0.8, -0.2], [2.4, -1.5, 2.9], [-1.2, 1.5, 0.4], [1.4, 0.5, -0.3], [0.0, 1.8, -0.4], [1.8, 1.9, 0.2], [0.4, -2.8, -1.4], [-1.4, 0.5, 0.4], [-0.9, 1.5, 2.4], [1.0, 0.1, 1.3], [1.1, 0.2, -1.6], [-0.8, -2.3, 1.7], [0.8, -1.0, -0.4], [-1.5, 0.9, -0.6], [0.6, 1.2, -1.0], [-1.2, 3.3, -1.8], [-0.8, 2.8, -0.1]]
}

3.
{
  "formula": "C2H7O4",
  "method": "ωB97M-V with the def2-TZVPD basis set",
  "e_tot_ha": -381.2760,
  "gap_ev": [10.83, 6.40],
  "lumo_energy_ev": [0.449, -3.980],
  "spin_multiplicity": 2,
  "e_above_lowest_kcal_mol": 9.35,
  "charge": 0,
  "elements": ["O", "O", "H", "C", "H", "C", "H", "O", "H", "H", "O", "H", "H"],
  "coordinates": [[1.567, 1.047, 2.565], [-0.063, 0.056, 1.258], [1.897, -1.755, 1.398], [1.087, 0.205, 1.742], [3.011, -0.502, 2.097], [2.256, -0.720, 1.257], [2.664, -0.463, 0.352], [-2.883, 0.592, -3.099], [-2.356, -0.141, -0.560], [-2.364, 0.166, -3.809], [-1.681, 0.543, -0.672], [-0.923, 0.283, -0.198], [-2.212, 0.688, -2.331]],
  "forces_ev_per_a": [[-0.3, 0.1, 0.2], [3.0, 0.7, 2.3], [0.1, 0.6, -0.4], [-2.6, -1.3, -3.2], [-0.4, -0.9, -1.5], [0.1, 0.0, 5.4], [0.5, 0.6, -2.3], [1.7, -0.2, 0.8], [0.3, 0.1, 0.2], [-0.5, 0.3, 0.5], [-2.1, 0.5, -1.5], [1.3, -0.6, 1.1], [-1.3, -0.1, -1.5]]
}